163
Properties=species:S:1:pos:R:3:forces:R:3 method="wB97M-V/def2-TZVPD" e_homo_ha=-0.26698 orbital_gap_ev=7.8 energy_ev=-473464.564
C 3.54348 -2.13289 3.11062 -0.13 0.49 -1.30
C 3.48251 -1.52188 1.90150 -0.18 0.01 0.25
C 3.52209 -0.00471 1.64777 0.26 1.58 -0.46
C 4.69414 0.59952 0.98674 -1.40 1.38 0.36
C 4.75788 2.03570 0.69947 -1.99 -1.34 1.19
C 3.61901 2.91287 1.07522 0.49 -2.29 -0.65
P 3.57172 4.74857 0.74278 -0.39 0.73 1.36
C 2.89198 5.05244 -0.99770 0.37 -0.21 0.03
O 5.19745 5.25804 0.79407 -1.17 -1.14 -1.69
C 2.46652 2.30667 1.71902 0.56 -1.80 -0.24
C 2.41148 0.85786 2.01803 2.07 0.18 -1.23
N 1.25949 0.22644 2.68732 0.29 2.73 0.47
C 1.26444 0.62578 4.12099 -0.42 -0.50 -1.30
C 0.02569 0.42634 4.83985 0.33 0.74 2.14
C -0.06908 0.82967 6.24200 3.05 0.48 -2.31
C 1.18413 1.41458 6.73208 -1.16 -0.81 -1.19
C 2.32019 1.48611 5.85558 0.67 0.52 1.17
N 2.46520 1.12154 4.54246 -3.62 -0.60 2.48
C 0.03447 0.63157 2.01352 -2.82 -0.69 -1.47
C -0.88053 -0.46182 1.61557 -0.93 2.80 -0.80
N -0.59996 -1.86373 1.81225 -0.04 1.09 0.16
C -0.91854 -2.35710 3.17494 1.44 -1.67 0.11
C -0.71310 -3.93811 3.13775 0.52 0.94 0.69
C -2.16084 -0.09174 0.95453 1.49 0.96 0.79
C -3.11801 -1.25822 0.56697 -0.59 0.91 0.10
C -3.19235 -1.57566 -0.98675 0.26 -1.65 0.40
C -3.49749 -3.14588 -1.10885 -0.30 0.19 0.07
C -1.85820 -1.30632 -1.77491 -0.85 0.08 0.11
C -2.49749 1.32418 0.68458 1.15 -0.46 0.34
C -3.88496 1.58547 -0.00447 0.19 0.31 0.76
C -5.12366 1.44078 1.02710 0.25 -0.13 -0.40
C -4.68267 1.38456 2.53593 -0.21 -0.19 -0.08
C -6.20511 2.53666 0.69452 0.18 -0.37 0.00
C -1.56293 2.42850 1.04690 -0.04 -2.24 0.58
C -1.82673 3.93657 0.74456 1.08 -1.11 -0.79
Br -3.46483 4.64065 1.63937 0.79 -0.01 -0.41
C -1.89206 4.27967 -0.80262 -0.47 2.21 0.59
C -1.60286 5.85219 -0.94749 -0.54 0.09 -0.69
Br -0.56037 3.31257 -1.88666 -0.56 -0.01 0.52
C -0.32511 2.03033 1.70853 0.16 -1.40 -0.02
S 0.96211 3.24131 2.20420 0.17 -0.85 -0.71
H 3.46776 -3.25408 3.13145 0.27 1.74 0.23
H 3.62483 -1.49924 4.02468 -0.04 -0.82 -0.63
H 3.34761 -2.17500 0.99444 0.28 0.80 0.85
H 5.53613 -0.06716 0.68697 -0.80 0.69 0.28
H 5.65900 2.44726 0.18068 -0.99 -0.34 0.61
H 2.47451 6.10914 -0.97792 0.19 -2.10 -0.18
H 2.07621 4.30721 -1.18439 0.78 0.58 0.12
H 3.69748 5.01001 -1.78680 -0.89 -0.09 0.58
H 5.55590 5.07041 -0.09944 0.26 0.28 0.68
H -0.86664 -0.02649 4.36072 1.00 0.55 0.18
H -0.99600 0.73411 6.84458 0.87 0.06 -0.55
H 1.25168 1.79684 7.77411 0.12 -0.33 -1.07
H 3.25554 1.91346 6.31047 -1.04 -0.44 -0.50
H 0.40706 -2.01330 1.67182 -0.47 0.15 0.17
H -0.09222 -1.98466 3.85361 -1.30 -0.23 -0.21
H -1.93868 -2.08975 3.54374 0.83 0.05 -0.54
H 0.37175 -4.09199 2.86333 -1.19 -0.06 0.00
H -1.39388 -4.44710 2.41391 0.56 0.40 0.65
H -0.80076 -4.34097 4.18860 -0.18 0.24 -1.15
H -4.16041 -0.95037 0.87839 1.05 -0.39 -0.28
H -2.91163 -2.19726 1.15074 0.23 1.12 -0.66
H -4.07867 -1.03295 -1.40447 0.97 -0.34 0.08
H -2.55496 -3.71258 -1.36348 -1.01 0.60 0.04
H -3.86343 -3.58544 -0.14152 0.43 0.67 -1.04
H -4.31613 -3.34474 -1.85981 1.05 0.07 0.57
H -2.04142 -1.55967 -2.85545 0.38 0.27 1.24
H -1.06480 -1.98778 -1.35019 -0.65 0.93 -0.42
H -1.58205 -0.22304 -1.70575 0.07 -0.94 -0.06
H -3.97192 2.62017 -0.42452 0.41 -0.93 0.41
H -3.99286 0.88311 -0.87368 0.02 0.66 0.90
H -5.59809 0.44473 0.79066 0.30 1.00 0.31
H -5.58410 1.49744 3.19431 0.72 -0.20 -0.54
H -3.94727 2.16896 2.83987 -0.65 -0.58 -0.45
H -4.19984 0.39003 2.73678 -0.50 0.90 -0.05
H -5.94930 3.56597 1.04715 -0.02 -0.96 -0.21
H -7.17882 2.24785 1.16776 0.70 0.28 -0.57
H -6.29398 2.58636 -0.42534 -0.26 -0.06 1.02
H -0.99154 4.56775 1.15696 -0.90 -0.89 -0.28
H -2.90538 4.13011 -1.24905 1.08 -0.44 0.41
H -0.84253 6.06096 -1.74926 -0.60 -0.24 0.99
H -1.31307 6.32952 0.02211 -0.02 -0.52 -0.83
H -2.54179 6.37958 -1.29259 0.86 -0.63 0.43
Cl -2.84857 -1.90692 -5.13265 -0.08 -0.08 -0.16
C -3.69974 -0.67611 -6.10298 0.17 0.11 0.12
C -3.14333 0.71050 -5.87472 0.00 -0.01 -0.16
Cl -3.50700 1.32025 -4.23901 0.04 -0.01 0.06
H -4.75953 -0.72823 -5.86017 0.12 -0.01 0.07
H -3.57635 -0.95568 -7.14458 0.16 0.06 0.15
H -3.59407 1.40960 -6.58052 -0.05 -0.08 0.04
H -2.06274 0.73669 -6.01235 -0.07 -0.06 0.11
Cl 3.35399 4.97349 9.01952 -0.03 -0.04 0.01
C 4.66513 4.02684 9.76616 0.13 0.01 0.06
C 4.96683 2.76415 8.99211 0.20 0.05 0.02
Cl 3.64372 1.57572 9.10501 0.09 -0.01 0.11
H 4.38074 3.80782 10.79481 -0.06 -0.04 -0.11
H 5.54733 4.66774 9.78509 -0.03 -0.07 -0.08
H 5.85801 2.28477 9.39879 -0.07 0.05 0.04
H 5.14438 2.97305 7.93730 -0.12 0.02 0.07
Cl -5.56934 -0.85532 -8.56438 -0.42 0.07 -0.40
C -5.38948 -2.48450 -9.26704 0.04 -0.17 -0.17
C -6.72187 -3.08936 -9.65102 -0.01 0.01 -0.14
Cl -7.71203 -3.49210 -8.22693 0.01 0.04 0.00
H -4.85826 -3.10541 -8.54689 -0.12 0.12 0.06
H -4.76202 -2.37896 -10.15274 -0.09 0.00 0.01
H -6.56218 -4.01865 -10.19701 0.09 0.06 0.09
H -7.29904 -2.41678 -10.28500 0.05 0.04 0.14
Cl -6.73569 -5.70950 -2.01400 0.04 0.02 0.00
C -6.57758 -6.71586 -0.55270 -0.03 -0.13 0.07
C -6.86900 -5.93721 0.70989 -0.12 -0.15 0.11
Cl -5.61265 -4.72142 1.05288 -0.26 -0.13 0.14
H -5.57320 -7.13794 -0.54010 -0.04 0.13 0.00
H -7.29069 -7.53486 -0.65398 -0.01 0.09 0.05
H -6.89540 -6.61469 1.56433 0.05 -0.01 -0.09
H -7.82865 -5.42459 0.65263 0.11 0.02 -0.08
Cl 5.74778 -6.51571 5.07163 0.01 -0.02 -0.05
C 5.02750 -5.08370 5.85123 -0.02 0.21 0.14
C 3.52205 -5.18314 5.94556 0.02 0.03 0.18
Cl 2.74193 -5.07207 4.34776 -0.19 -0.56 0.26
H 5.33694 -4.20241 5.29009 -0.06 -0.11 -0.05
H 5.45711 -5.01874 6.85138 -0.08 -0.06 -0.03
H 3.13439 -4.35847 6.54496 0.09 0.01 -0.07
H 3.20917 -6.11764 6.41008 0.06 0.02 -0.12
Cl 7.37056 0.31306 -1.79153 -0.01 0.00 0.04
C 7.52802 -1.33026 -2.46252 0.07 -0.13 -0.11
C 6.18799 -1.92920 -2.82469 0.05 -0.04 -0.17
Cl 5.20417 -2.29343 -1.38523 0.00 0.02 0.02
H 8.05701 -1.94341 -1.73371 -0.11 0.07 0.01
H 8.14936 -1.24902 -3.35511 -0.10 0.01 0.01
H 6.33546 -2.87160 -3.35357 0.06 0.04 0.07
H 5.61204 -1.26468 -3.46791 0.04 0.02 0.13
Cl 3.63814 7.80607 -0.62013 0.54 1.20 0.02
C 4.28112 9.20980 -1.50908 0.01 0.27 0.07
C 4.78137 8.82870 -2.88335 -0.14 0.14 -0.05
Cl 6.25348 7.82584 -2.80886 0.00 -0.07 0.01
H 5.06813 9.66144 -0.90555 0.00 -0.12 -0.06
H 3.46577 9.92915 -1.59835 0.01 -0.08 -0.07
H 5.03907 9.72730 -3.44499 0.02 -0.02 0.09
H 4.02694 8.27981 -3.44622 0.06 -0.03 0.11
Cl -4.52462 -5.67239 -9.14448 0.05 -0.13 0.04
C -4.34414 -7.30159 -9.84494 0.10 -0.17 -0.16
C -5.67486 -7.90763 -10.22913 0.03 -0.05 -0.10
Cl -6.66612 -8.30880 -8.80537 -0.01 0.05 -0.01
H -3.81382 -7.92188 -9.12340 -0.12 0.08 0.03
H -3.71604 -7.19693 -10.73034 -0.09 0.02 0.01
H -5.51258 -8.83821 -10.77418 0.07 0.05 0.06
H -6.25229 -7.23684 -10.86474 0.04 0.01 0.11
Cl 8.80459 -10.28915 3.26472 0.04 -0.01 0.00
C 8.37915 -8.55870 3.24224 -0.09 0.13 0.05
C 8.25485 -8.01972 1.83560 -0.18 0.09 0.06
Cl 9.82857 -7.94415 1.00253 0.02 -0.03 -0.02
H 9.13293 -8.01822 3.81361 0.01 -0.07 -0.10
H 7.42489 -8.46154 3.76022 0.02 -0.02 -0.10
H 7.86297 -7.00230 1.86401 0.05 -0.05 0.08
H 7.58174 -8.62731 1.23181 0.12 -0.03 0.06
Cl -1.86173 8.95042 -3.86921 0.02 -0.05 0.02
C -2.13749 9.61070 -2.23762 -0.10 0.09 0.12
C -0.96638 10.43287 -1.74954 -0.11 0.14 0.03
Cl 0.46716 9.42756 -1.42140 0.06 -0.05 -0.01
H -2.34891 8.77778 -1.56740 0.12 0.03 -0.07
H -3.02885 10.23634 -2.29611 0.09 0.02 -0.01
H -1.22694 10.92750 -0.81307 -0.03 -0.10 -0.03
H -0.68455 11.19856 -2.47158 -0.01 -0.13 -0.02